The following is a DFT calculation (ωB97M-V/def2-TZVPD) of a cluster of 11 separate species, C84H185N11O11 in total.

Results
- Spin multiplicity: 1
- Structure (SMILES): CC1(C)CCCC(C)(C)N1O.CC1(C)CCCC(C)(C)N1O.CC1(C)CCCC(C)(C)N1O.CC1(C)CCCC(C)(C)N1O.CC1(C)CCCC(C)(C)N1O.CC1(C)CCCC(C)(C)N1O.CC1(C)CCCC(C)(C)N1O.CC1(C)CCCC(C)(C)N1O.COC[C@H](C)N.COC[C@H](C)N.COC[C@H](C)N
- Net charge: 0
- HOMO-LUMO gap: 0.31516 Ha
- Energy above the lowest of the compared OMol25 structures with the same formula, charge and spin: 52.3 kcal/mol

Atoms and positions in Å:
1 H 20.372 18.519 14.948
2 N 23.820 15.854 8.619
3 H 25.660 11.801 16.069
4 H 19.117 7.686 11.780
5 H 24.801 15.206 12.257
6 C 27.718 20.700 12.490
7 C 25.647 15.855 10.392
8 H 27.929 16.439 16.231
9 H 24.219 16.806 11.698
10 H 18.483 20.239 11.570
11 N 24.345 17.810 19.852
12 H 22.398 22.146 14.327
13 H 19.164 18.114 18.804
14 C 20.108 12.002 18.814
15 H 29.402 9.971 12.232
16 C 15.452 15.231 12.105
17 H 30.365 16.551 16.284
18 C 21.145 20.681 11.376
19 H 26.796 12.772 11.894
20 H 21.434 19.478 19.758
21 H 21.972 13.060 20.780
22 C 25.421 9.588 14.506
23 C 20.484 10.631 14.395
24 H 17.246 9.868 10.818
25 H 26.982 20.179 13.043
26 H 31.543 16.535 14.716
27 H 27.196 21.119 11.679
28 H 25.832 9.907 11.128
29 H 18.859 11.767 15.143
30 C 12.301 16.345 11.685
31 H 28.496 20.002 12.155
32 H 18.577 9.975 14.897
33 O 24.818 16.495 20.283
34 C 31.576 15.710 14.066
35 C 20.123 15.734 15.096
36 H 18.368 13.011 11.768
37 H 24.365 8.749 12.801
38 C 27.838 9.145 15.278
39 H 19.487 15.700 12.920
40 C 26.152 16.124 7.917
41 H 17.536 16.838 17.182
42 H 19.363 14.982 15.300
43 C 22.938 18.126 20.285
44 H 26.729 13.879 14.451
45 H 26.011 14.873 10.228
46 H 29.356 17.343 14.376
47 H 24.699 19.588 17.021
48 C 22.517 19.456 19.713
49 C 14.900 18.281 12.165
50 H 16.437 10.284 13.478
51 C 22.157 12.730 19.701
52 C 28.435 15.552 16.002
53 H 24.250 20.612 12.784
54 C 23.019 18.221 21.789
55 N 24.379 13.724 19.785
56 H 20.604 10.792 10.185
57 H 13.033 14.874 15.021
58 H 26.424 10.597 16.955
59 H 22.177 15.824 14.677
60 H 29.089 21.900 17.206
61 H 27.085 23.332 13.768
62 C 16.077 21.578 15.808
63 H 18.955 21.822 16.432
64 C 16.926 17.373 17.917
65 C 30.626 14.447 15.977
66 C 19.871 8.300 11.337
67 H 26.768 18.783 18.792
68 C 20.272 20.481 12.645
69 H 12.718 18.942 12.209
70 H 24.644 10.364 14.576
71 H 21.916 10.307 11.146
72 H 25.842 16.615 7.011
73 C 31.311 13.283 13.986
74 H 20.613 16.893 13.210
75 C 18.158 21.926 17.241
76 H 28.312 8.686 12.579
77 H 26.652 18.080 17.291
78 H 23.250 13.580 17.245
79 O 17.752 19.252 15.829
80 H 20.749 22.376 13.463
81 C 19.762 16.383 13.685
82 C 12.789 16.961 13.032
83 C 22.497 21.223 11.671
84 C 28.254 15.436 14.489
85 H 20.941 10.405 15.380
86 H 26.780 24.157 15.903
87 H 23.927 14.421 15.870
88 N 27.321 11.127 13.834
89 O 23.320 16.654 7.464
90 H 17.036 16.800 18.821
91 H 19.186 18.583 11.940
92 H 21.258 15.015 7.952
93 H 16.706 17.271 12.591
94 H 28.295 9.455 11.012
95 H 24.959 10.922 20.756
96 C 27.447 22.384 14.196
97 H 31.546 13.200 12.912
98 H 17.908 22.996 17.277
99 H 22.079 13.634 8.627
100 H 23.082 12.920 15.594
101 H 23.125 21.419 10.807
102 N 27.071 23.301 16.362
103 H 21.745 9.294 13.185
104 O 18.035 10.424 10.943
105 H 20.437 16.469 16.994
106 H 22.836 20.326 20.294
107 H 27.967 20.723 16.697
108 H 26.551 21.776 14.424
109 O 20.308 19.476 14.717
110 H 25.165 8.833 15.234
111 H 20.977 11.540 13.998
112 H 19.233 22.413 12.466
113 H 16.034 16.133 15.313
114 H 15.444 19.034 19.250
115 H 15.356 14.187 12.361
116 N 20.274 16.866 16.076
117 H 10.923 17.897 13.502
118 C 15.219 16.072 13.372
119 C 29.874 15.608 16.575
120 C 24.485 15.751 11.409
121 N 13.806 16.211 13.858
122 H 18.934 17.067 13.744
123 H 16.065 18.006 14.007
124 H 24.183 18.859 14.632
125 H 24.743 18.308 10.257
126 H 21.481 17.224 18.887
127 H 18.668 21.660 18.194
128 C 20.868 10.623 11.201
129 H 31.628 14.426 16.394
130 H 23.643 21.078 15.122
131 H 22.591 18.416 15.472
132 C 23.375 14.901 10.730
133 H 16.495 21.139 14.898
134 H 19.622 11.025 18.646
135 H 15.857 17.384 17.617
136 H 28.975 23.345 15.503
137 H 21.389 19.685 11.112
138 C 25.831 10.222 12.156
139 C 21.673 14.617 8.921
140 H 24.011 18.683 22.166
141 H 27.764 8.276 14.682
142 C 23.048 13.845 16.218
143 H 28.824 9.622 15.107
144 C 27.281 10.714 12.441
145 H 22.474 22.260 12.185
146 C 24.723 17.965 18.445
147 H 18.592 19.819 15.848
148 C 18.324 11.259 13.183
149 H 21.471 14.252 14.154
150 O 28.625 11.484 14.254
151 H 24.784 15.998 17.748
152 H 24.440 17.147 16.479
153 C 26.783 10.256 14.868
154 C 22.701 15.595 9.512
155 H 26.619 14.861 13.046
156 C 16.832 21.089 17.071
157 H 19.857 12.894 12.898
158 H 21.136 17.126 9.063
159 C 15.931 15.378 14.561
160 H 29.440 21.043 15.653
161 H 19.313 21.675 14.082
162 H 20.213 12.557 17.878
163 C 13.482 18.330 12.773
164 H 19.517 12.635 19.486
165 H 21.262 16.595 10.775
166 N 18.559 10.147 12.237
167 O 29.327 14.495 12.567
168 H 16.441 15.462 11.788
169 H 30.297 13.515 16.320
170 C 28.072 22.614 15.529
171 C 15.804 17.472 13.116
172 H 11.896 15.370 11.831
173 H 28.616 12.448 14.030
174 H 24.223 15.796 19.976
175 H 25.063 13.825 19.046
176 C 28.446 16.912 13.991
177 H 26.079 15.087 7.711
178 H 13.681 18.798 13.707
179 H 24.076 12.092 21.713
180 H 18.319 13.408 13.547
181 H 19.471 19.393 17.618
182 H 13.116 16.308 10.878
183 H 20.302 8.519 13.672
184 C 24.355 19.416 18.057
185 C 17.363 18.855 18.189
186 H 24.886 20.156 18.709
187 C 21.480 15.031 14.948
188 H 20.885 14.502 9.650
189 C 22.429 20.000 13.880
190 C 23.124 18.733 14.488
191 H 21.008 17.372 20.523
192 H 26.750 17.009 18.659
193 O 13.281 14.884 14.123
194 H 27.683 8.759 16.283
195 C 15.945 21.450 18.244
196 H 32.351 13.284 14.475
197 H 18.412 19.573 13.241
198 C 16.434 20.844 19.577
199 H 22.188 18.741 22.279
200 H 24.832 13.761 20.659
201 H 27.429 11.641 10.566
202 H 16.819 18.840 20.287
203 C 21.857 16.830 9.871
204 H 29.728 15.544 17.642
205 H 15.381 14.520 14.961
206 H 19.140 19.695 19.300
207 H 23.474 19.323 12.017
208 H 16.531 11.773 12.401
209 H 23.305 16.058 6.740
210 C 26.879 14.924 14.120
211 H 19.398 17.373 16.148
212 H 15.757 22.521 18.279
213 H 24.675 18.696 8.562
214 C 19.848 21.877 13.221
215 C 22.828 19.658 18.180
216 H 23.108 17.201 22.259
217 H 17.332 21.313 19.961
218 H 28.541 12.239 11.726
219 C 23.646 12.430 19.697
220 H 22.214 16.081 20.212
221 H 27.536 17.542 14.263
222 H 23.826 13.940 10.470
223 H 27.520 11.652 16.268
224 O 21.386 11.676 19.370
225 H 25.134 11.120 12.254
226 H 22.053 13.539 18.951
227 H 26.187 18.388 9.365
228 N 21.054 19.670 13.545
229 C 24.184 16.877 17.513
230 C 18.774 12.783 12.788
231 H 31.363 16.090 13.105
232 C 24.006 11.448 20.771
233 H 16.895 15.021 14.306
234 H 15.043 21.272 15.954
235 H 19.690 8.409 10.268
236 H 26.518 16.341 10.766
237 C 25.165 16.525 9.060
238 H 20.848 7.796 11.526
239 H 22.289 18.947 17.599
240 H 22.419 17.716 10.128
241 C 21.866 17.080 19.909
242 H 26.072 8.263 12.947
243 H 22.492 20.619 17.832
244 C 19.005 10.911 14.520
245 C 11.576 17.213 13.993
246 C 18.857 19.058 18.476
247 H 26.092 15.459 14.606
248 H 16.461 11.926 14.178
249 H 14.958 21.074 18.102
250 H 27.190 16.408 8.237
251 H 29.267 15.426 12.294
252 N 16.909 19.628 16.945
253 H 21.926 21.018 15.675
254 H 23.225 10.688 20.999
255 H 30.706 12.438 14.264
256 H 22.581 14.667 11.450
257 C 26.603 11.165 16.067
258 H 28.434 17.012 12.896
259 H 15.025 17.951 11.148
260 C 22.607 21.180 14.803
261 C 16.814 11.336 13.368
262 C 28.646 21.502 16.276
263 C 25.170 18.084 9.265
264 H 14.719 15.481 11.377
265 C 20.681 9.479 13.401
266 C 16.456 19.330 19.389
267 N 29.286 14.473 13.985
268 C 28.367 9.647 12.082
269 O 21.799 14.467 16.186
270 C 25.384 9.092 13.064
271 H 15.659 21.037 20.316
272 C 26.290 17.916 18.303
273 H 16.201 22.638 15.737
274 C 27.542 11.969 11.600
275 H 27.844 14.788 16.436
276 H 11.979 17.595 14.947
277 H 22.954 17.909 13.779
278 O 28.273 21.761 13.261
279 H 20.604 21.170 10.545
280 H 26.200 22.756 16.453
281 H 23.118 16.612 17.675
282 C 30.694 14.516 14.457
283 H 32.615 15.363 13.997
284 C 19.979 9.702 12.019
285 H 23.849 12.051 18.688
286 H 15.245 19.308 12.122
287 C 19.040 19.645 12.319
288 H 20.906 11.625 11.643
289 H 11.545 17.017 11.342
290 H 10.982 16.324 14.160
291 C 23.291 20.244 12.575